# C27H24Cl2GeKN2O3S

A structure of composition C27H24Cl2GeKN2O3S at a distorted geometry (ωB97M-V with the def2-TZVPD basis set, the OMol25 dataset).

energy	-5374.01450	Eh
spin multiplicity	2
E_HOMO (spin up / spin down)	-2.05 / -2.05	eV
net charge	-2
gap between HOMO and LUMO (spin up / spin down)	0.22972 / 0.22925	Ha

Each line ends with the Löwdin charge.
Cartesian coordinates (Å):
1 K -0.42937 -1.52020 -2.29068  0.63
2 N 1.13896 -2.94689 -0.16124  -0.02
3 C 0.43692 -4.13445 -0.63427  -0.23
4 C -1.05424 -3.87162 -0.36599  -0.64
5 O -1.48710 -4.15024 0.77293  -0.09
6 N -1.66853 -3.35739 -1.39620  -0.10
7 C -3.00945 -2.88987 -1.21549  -0.19
8 C -3.16827 -1.46668 -1.75895  -0.71
9 O -4.10140 -1.23008 -2.52450  -0.01
10 O -2.30956 -0.59573 -1.41008  -0.32
11 H 2.14248 -3.10639 -0.11919  0.07
12 H 0.81277 -2.77014 0.78602  0.06
13 H 0.73079 -5.04395 -0.08215  0.10
14 H 0.63212 -4.27772 -1.69901  0.10
15 H -3.30018 -2.88383 -0.15628  0.10
16 H -3.71559 -3.51920 -1.76977  0.11
17 Cl 1.99169 0.23318 -2.66425  0.64
18 C 2.96568 0.22189 -4.09617  -0.68
19 C 3.72169 1.33781 -4.37926  -0.15
20 C 4.49448 1.38930 -5.53038  -0.14
21 C 4.49062 0.30747 -6.39994  -0.16
22 C 3.73219 -0.80050 -6.10338  -0.72
23 Cl 3.73794 -2.10509 -7.24028  0.59
24 C 2.93167 -0.91485 -4.94141  -0.84
25 S 2.03181 -2.31133 -4.60136  0.44
26 H 3.70387 2.17480 -3.69708  0.09
27 H 5.08471 2.26424 -5.75633  0.08
28 H 5.07129 0.32475 -7.31215  0.09
29 C -2.19219 -1.36232 1.99774  -0.20
30 Ge -1.08853 -0.30522 0.65553  1.09
31 C -2.10264 1.45588 0.55937  -0.31
32 C -1.46130 2.60007 0.10470  -0.12
33 C -2.14172 3.79069 -0.06960  -0.11
34 C -3.49628 3.86169 0.21065  -0.12
35 C -4.15784 2.73063 0.65567  -0.11
36 C -3.46448 1.54592 0.81797  -0.12
37 C 0.53070 0.35496 1.93834  -0.20
38 C 1.81229 0.10037 1.52035  -0.14
39 C 2.93241 0.38784 2.31366  -0.09
40 C 2.77435 0.90908 3.56776  -0.06
41 C 1.48516 1.23061 4.03838  -0.18
42 C 1.28169 1.83051 5.29915  -0.06
43 C 0.03420 2.21199 5.70523  -0.11
44 C -1.07171 1.99544 4.86915  -0.09
45 C -0.90890 1.39020 3.65467  -0.04
46 C 0.36040 0.97710 3.20099  -0.18
47 H -1.94791 -1.09034 3.02172  0.00
48 H -1.99924 -2.42055 1.85703  -0.02
49 H -3.24899 -1.19486 1.81221  0.00
50 H -0.40314 2.54975 -0.12241  0.10
51 H -1.62472 4.67073 -0.43648  0.09
52 H -4.03660 4.79455 0.08707  0.09
53 H -5.22220 2.76979 0.86564  0.09
54 H -3.99946 0.66521 1.14562  0.09
55 H 1.96699 -0.34385 0.54372  0.06
56 H 3.92778 0.18823 1.93183  0.10
57 H 3.62921 1.09732 4.20885  0.10
58 H 2.14126 2.00494 5.93729  0.10
59 H -0.11020 2.69194 6.66696  0.09
60 H -2.05570 2.31706 5.18969  0.10
61 H -1.75068 1.23737 2.99842  0.08